1.
{
  "formula": "CH3NS",
  "method": "ωB97M-V/def2-TZVPD",
  "symbols": ["S", "N", "C", "H", "H", "H"],
  "xyz": [[-1.613, -0.201, -0.440], [-0.002, -0.584, 0.185], [0.943, 0.237, -0.170], [1.959, 0.313, 0.515], [0.908, 1.242, -0.744], [-2.196, -1.008, 0.654]],
  "e_above_lowest_ev": 2.069,
  "smiles": "C=NS",
  "e_lumo_ha": 0.0243,
  "e_tot_ev": -13408.785,
  "gap_ha": 0.363
}


2.
{
  "formula": "CH3NS2",
  "method": "ωB97M-V/def2-TZVPD",
  "symbols": ["S", "S", "N", "C", "H", "H", "H"],
  "xyz": [[0.791, 0.561, -0.556], [2.047, -0.444, 2.028], [-0.766, 0.094, -1.042], [0.956, -0.202, 0.883], [-0.573, -0.454, 1.299], [-1.141, -0.416, -1.890], [-1.315, 0.860, -0.723]],
  "e_above_lowest_ev": 3.204,
  "e_lumo_ha": -0.0073,
  "e_tot_ev": -24242.911,
  "gap_ha": 0.302
}


3.
{
  "formula": "CH3NSSi",
  "method": "ωB97M-V/def2-TZVPD",
  "symbols": ["S", "Si", "N", "C", "H", "H", "H"],
  "xyz": [[-1.440, 0.173, 1.307], [1.547, 0.089, 0.054], [-2.916, -0.079, -1.110], [-2.266, -0.050, -0.147], [2.141, 1.246, 0.671], [1.110, -1.204, 0.674], [1.824, -0.175, -1.449]],
  "e_above_lowest_ev": 3.486,
  "e_lumo_ha": -0.0934,
  "e_tot_ev": -21285.116,
  "gap_ha": 0.230
}